DFT (wB97M-V/def2-TZVPD) results for a molecular structure, C9H21N3O3 in a non-equilibrium geometry.

Values from the calculation:
Highest occupied orbital energy ... -8.259 eV
Kohn-Sham gap ... 8.457 eV
Relative energy (zero: lowest compared OMol25 entry of this formula, charge and spin) ... 6.479 eV
E_tot ... -20281.0580 eV
Total charge ... 0
E_LUMO ... 0.007 Ha

Geometry as XYZ:
```
36
C9H21N3O3 | the OMol25 dataset | wB97M-V/def2-TZVPD
C 7.138 25.635 -28.247
O 7.661 24.613 -27.901
N 7.412 26.935 -27.997
C 6.524 27.977 -28.378
C 8.464 27.338 -27.161
H 6.209 25.657 -28.837
H 6.265 28.647 -27.557
H 5.588 27.645 -28.827
H 7.139 28.461 -29.136
H 9.176 26.518 -27.063
H 9.015 28.250 -27.391
H 8.060 27.694 -26.214
C 14.138 23.503 -25.056
O 14.577 23.254 -23.953
N 12.909 23.992 -25.213
C 12.204 23.964 -26.496
C 12.224 24.286 -23.894
H 14.628 23.132 -25.969
H 12.031 24.969 -26.880
H 11.270 23.411 -26.394
H 12.925 23.559 -27.207
H 12.958 24.622 -23.161
H 11.586 25.155 -24.057
H 11.697 23.471 -23.398
C 9.598 24.104 -24.142
O 10.056 23.510 -23.121
N 8.733 23.496 -24.946
C 8.133 24.097 -26.193
C 8.416 22.082 -24.843
H 9.889 25.160 -24.252
H 7.125 23.805 -26.486
H 8.837 23.969 -27.016
H 8.017 25.178 -26.122
H 7.489 21.826 -25.356
H 9.092 21.438 -25.404
H 8.325 21.761 -23.806
```

Atomic partial charges in e from the Löwdin method, atoms 1 to 8: -0.27 -0.09 -0.20 -0.05 -0.07 0.14 0.10 0.09


DFT (wB97M-V/def2-TZVPD) results for a molecular structure, C9H24BeBr3ClKN5O9P in a non-equilibrium geometry.

Values from the calculation:
Highest occupied orbital energy ... -8.894 eV
Kohn-Sham gap ... 1.370 eV
E_tot ... -284239.5584 eV
Total charge ... +1
E_LUMO ... -0.276 Ha

Geometry as XYZ:
```
54
C9H24BeBr3ClKN5O9P | the OMol25 dataset | wB97M-V/def2-TZVPD
N 2.842 0.190 -2.194
P 1.580 -0.501 -2.928
C -0.051 0.044 -2.097
C -1.289 -0.805 -2.660
C -2.400 0.313 -2.961
C -1.475 1.543 -3.323
N -0.269 1.352 -2.823
H 3.324 0.823 -2.853
H 1.517 -0.055 -4.277
H 1.758 -1.943 -2.895
H 0.073 0.140 -0.977
H -1.549 -1.668 -1.982
H -0.887 -1.183 -3.653
H -3.050 0.386 -2.036
H -2.940 -0.116 -3.860
H -1.673 2.512 -3.904
H 0.471 2.053 -2.962
O -0.559 -1.370 0.850
H -0.904 -0.647 1.394
H 0.372 -1.158 0.730
O -2.164 0.664 2.609
H -2.167 1.298 3.355
H -3.097 0.557 2.389
Cl -3.101 3.060 3.781
N -3.041 -3.311 -4.021
O -2.808 -4.232 -3.224
O -4.181 -2.816 -4.092
O -2.123 -2.866 -4.747
K 3.074 -1.593 -0.965
C -2.380 5.985 -4.431
Br -1.629 6.361 -2.684
Br -1.717 7.203 -5.779
Br -2.112 4.130 -4.943
H -3.454 6.141 -4.358
N 1.841 -5.978 0.915
O 1.784 -6.973 0.185
O 1.543 -6.068 2.113
O 2.199 -4.881 0.445
C -5.256 4.097 7.768
C -4.653 3.896 6.453
N -4.178 3.738 5.417
H -4.584 4.639 8.437
H -6.182 4.672 7.700
H -5.497 3.146 8.247
C 7.349 -2.067 2.934
C 6.457 -3.262 2.660
O 5.826 -3.129 1.389
H 6.767 -1.142 2.912
H 7.833 -2.156 3.909
H 8.122 -1.976 2.165
H 5.675 -3.337 3.417
H 7.036 -4.190 2.670
H 6.523 -3.074 0.724
Be -2.493 3.510 1.772
```

Atomic partial charges in e from the Löwdin method, atoms 1 to 8: -0.52 0.77 -0.33 -0.14 -0.05 0.02 0.04 0.01


DFT (wB97M-V/def2-TZVPD) results for 3 unconnected molecules or ions with the total composition CH8NO2 in a non-equilibrium geometry.

Values from the calculation:
Highest occupied orbital energy ... -16.235 eV
Kohn-Sham gap ... 10.413 eV
Relative energy (zero: lowest compared OMol25 entry of this formula, charge and spin) ... 1.486 eV
E_tot ... -6743.8414 eV
Total charge ... +1
E_LUMO ... -0.214 Ha

Geometry as XYZ:
```
12
CH8NO2 | the OMol25 dataset | wB97M-V/def2-TZVPD
C -0.747 0.587 0.474
N -0.007 0.058 -0.447
H -0.654 1.663 0.552
H -1.581 0.079 0.930
H -0.408 -0.771 -0.902
H 1.020 0.136 -0.344
H 2.575 2.141 -0.625
H 3.143 1.106 0.374
O 2.340 1.567 0.113
H -1.286 -2.695 -0.189
H -2.538 -1.954 0.373
O -1.859 -1.918 -0.308
```

Atomic partial charges in e from the Löwdin method, atoms 1 to 8: 0.17 0.17 0.13 0.10 0.11 0.13 0.07 0.07


DFT (wB97M-V/def2-TZVPD) results for a molecular structure, C16H29Cl3FN3NiO2PS3Si2 in a non-equilibrium geometry.

Values from the calculation:
Highest occupied orbital energy (alpha / beta) ... -0.856 / -1.219 eV
Multiplicity ... 4
Kohn-Sham gap (alpha / beta) ... 5.250 / 5.612 eV
Relative energy (zero: lowest compared OMol25 entry of this formula, charge and spin) ... 4.396 eV
E_tot ... -164511.2920 eV
Total charge ... -2
E_LUMO (alpha / beta) ... 0.161 / 0.161 Ha

Geometry as XYZ:
```
61
C16H29Cl3FN3NiO2PS3Si2 | the OMol25 dataset | wB97M-V/def2-TZVPD
Ni -0.467 -0.234 0.347
C 6.563 -0.849 2.088
C 5.526 -1.914 2.399
O 4.597 -1.476 3.366
P 3.050 -0.919 2.988
S 0.406 0.655 2.196
S 3.322 0.473 1.480
O 2.691 -2.346 2.148
C 1.347 -2.760 1.878
C 0.587 -3.175 3.124
H 7.282 -1.227 1.349
H 7.108 -0.572 2.997
H 6.071 0.044 1.697
H 6.029 -2.793 2.814
H 5.007 -2.236 1.493
H 1.421 -3.594 1.177
H 0.806 -1.957 1.399
H 1.054 -4.045 3.600
H -0.448 -3.417 2.861
H 0.571 -2.346 3.834
C -1.350 3.087 -0.401
Si 0.195 3.195 -1.397
C 1.660 3.508 -0.332
C -0.019 4.554 -2.666
N 0.539 1.726 -2.316
C -0.246 1.225 -3.382
C -0.821 1.716 -4.547
C -1.475 0.777 -5.353
C -1.556 -0.576 -5.021
C -0.974 -1.059 -3.845
C -0.351 -0.117 -3.080
F 0.380 -1.782 -1.275
H -1.577 4.046 0.080
H -1.229 2.349 0.393
H -2.203 2.789 -1.017
H 1.441 4.314 0.380
H 2.543 3.789 -0.916
H 1.894 2.612 0.265
H -0.043 5.523 -2.151
H -0.963 4.439 -3.210
H 0.803 4.573 -3.391
H -0.765 2.757 -4.831
H -1.937 1.115 -6.274
H -2.085 -1.257 -5.676
H -1.035 -2.095 -3.539
S 0.592 0.016 -1.588
C 2.293 -0.387 -2.266
N 3.151 0.615 -2.675
C 4.402 0.519 -1.894
C 4.417 -0.961 -1.526
N 3.012 -1.384 -1.658
H 2.702 1.516 -2.753
H 4.358 1.135 -0.994
H 5.263 0.801 -2.500
H 4.767 -1.117 -0.509
H 5.033 -1.531 -2.226
H 2.572 -1.809 -0.852
Cl -4.109 0.184 1.566
Si -2.653 -0.815 0.344
Cl -3.241 -2.857 0.703
Cl -3.623 -0.526 -1.599
```

Atomic partial charges in e from the Löwdin method, atoms 1 to 8: -0.29 -0.12 -0.38 -0.46 0.44 -0.01 0.06 -0.45